ORCA calculation (ωB97M-V/def2-TZVPD) on a structure of composition C41H41BO2OsP2.

The HOMO-LUMO gap (alpha / beta) is 4.122 / 4.691 eV. The molecular weight is 828.77 g/mol. The calculation puts the relative energy (zero: lowest compared OMol25 entry of this formula, charge and spin) at 0.0 kJ/mol. Its expectation value of S² is 6.07. The LUMO energy (alpha / beta) is -6.6986 / -7.5030 eV. As for the energy: -68974.3422 eV. Its spin multiplicity is 5. The total charge is +2.

```
88
Properties=species:S:1:pos:R:3:lowdin_charge:R:1
Os -0.2885 0.7573 -0.9018 0.971
C 2.7443 0.2586 3.0660 -0.133
C 2.6924 1.3605 2.2410 0.093
C 3.4965 1.5456 1.0434 -0.112
C 3.4698 0.4732 -0.1189 -0.138
C 2.3851 -0.5555 -0.0859 -0.142
C 2.2296 -1.6038 0.7337 -0.091
C 3.1463 -1.9692 1.8430 -0.166
C 3.7764 -0.8823 2.6856 -0.114
C 0.1030 -0.6416 3.1566 0.041
H 3.3242 0.6745 3.9421 0.223
H 2.0164 2.1599 2.5343 0.121
H 4.5634 1.6102 1.3307 0.159
H 3.1760 2.4961 0.6057 0.114
H 3.3618 1.0472 -1.0613 0.119
H 4.4546 -0.0355 -0.1770 0.131
H 1.6359 -0.3905 -0.9021 0.042
H 1.3701 -2.2420 0.5312 0.109
H 3.9740 -2.5207 1.3694 0.141
H 2.6195 -2.7055 2.4697 0.130
H 4.1400 -1.3812 3.6038 0.133
H 4.6621 -0.4614 2.1807 0.120
H -0.6962 0.0545 3.4299 0.056
H -0.1971 -1.6725 3.3852 0.087
H 0.2942 -0.5552 2.0726 0.037
P -1.3424 1.4662 -2.6059 0.736
P -1.2193 -0.8722 -2.7924 0.866
C 0.2878 1.1498 -3.4529 -0.232
C 0.1884 -0.2161 -3.7046 -0.259
C -2.4390 2.6254 -3.3862 -0.407
C -1.9228 3.4139 -4.4332 -0.078
C -2.7672 4.3505 -5.0132 -0.060
C -4.0750 4.5184 -4.5308 -0.052
C -4.5531 3.7501 -3.4624 -0.053
C -3.7303 2.7906 -2.8677 -0.085
C -1.3177 2.4119 -0.9223 -0.479
C -1.7106 1.5834 0.2337 -0.317
C -1.1433 1.9608 1.5088 -0.071
C -0.1340 2.9355 1.5664 -0.119
C 0.3067 3.6627 0.4486 -0.077
C -0.1820 3.2768 -0.8205 -0.136
C -2.5299 -1.3905 -3.9960 -0.297
C -3.3149 -0.4185 -4.6630 -0.084
C -4.2702 -0.7843 -5.5980 -0.058
C -4.4533 -2.1382 -5.9117 -0.051
C -3.6583 -3.1085 -5.2965 -0.054
C -2.6896 -2.7350 -4.3547 -0.074
C -0.6778 -2.4200 -2.0155 -0.416
C -1.5627 -3.1123 -1.1679 -0.102
C -1.1675 -4.3282 -0.6200 -0.067
C 0.1042 -4.8518 -0.8899 -0.065
C 0.9773 -4.1570 -1.7308 -0.074
C 0.5841 -2.9466 -2.2984 -0.111
H 0.8600 1.9486 -3.9387 0.083
H 0.7442 -0.8323 -4.4132 0.096
H -0.8848 3.2663 -4.7464 0.099
H -2.3888 4.9541 -5.8319 0.114
H -4.7198 5.2669 -4.9900 0.115
H -5.5538 3.9035 -3.0639 0.116
H -4.0464 2.2058 -1.9976 0.118
H -2.5811 0.9385 0.1133 0.103
H -1.6326 1.5145 2.3817 0.110
H 0.2087 3.2157 2.5720 0.114
H 0.9496 4.5400 0.5556 0.121
H 0.1025 3.8194 -1.7357 0.116
H -3.1790 0.6367 -4.4238 0.065
H -4.8869 -0.0205 -6.0762 0.118
H -5.2228 -2.4279 -6.6301 0.118
H -3.8024 -4.1663 -5.5348 0.118
H -2.0791 -3.5058 -3.8874 0.105
H -2.5534 -2.6891 -0.9690 0.117
H -1.8604 -4.8808 0.0188 0.116
H 0.4123 -5.8016 -0.4478 0.115
H 1.9645 -4.5593 -1.9552 0.115
H 1.2508 -2.4100 -2.9709 0.093
O 1.1622 0.7577 5.0920 0.147
B 1.4293 -0.2922 4.0082 -0.612
O 1.9158 -1.4820 4.8625 0.147
C 1.8594 -1.1245 6.1404 -0.165
C 2.3902 -1.8390 7.2089 0.040
C 2.4699 -1.1985 8.4359 -0.014
C 1.9979 0.1155 8.6092 -0.013
C 1.4476 0.8393 7.5530 0.044
C 1.4044 0.2255 6.2919 -0.150
H 2.7502 -2.8479 7.0217 0.139
H 2.9038 -1.7394 9.2822 0.132
H 2.0574 0.5780 9.5982 0.131
H 1.0687 1.8535 7.6664 0.135
```

ORCA calculation (ωB97M-V/def2-TZVPD) on a structure of composition C41H41F2GeI2N4O2Sn.

The HOMO-LUMO gap (alpha / beta) is 4.887 / 4.929 eV. The molecular weight is 1104.93 g/mol. The calculation puts the relative energy (zero: lowest compared OMol25 entry of this formula, charge and spin) at 275.5 kJ/mol. Its expectation value of S² is 0.76. The LUMO energy (alpha / beta) is -7.0446 / -7.0611 eV. As for the energy: -137206.2728 eV. Its spin multiplicity is 2. The total charge is +2.

```
94
Properties=species:S:1:pos:R:3:lowdin_charge:R:1
Sn -0.1376 -0.4143 -1.7213 1.404
I -7.3253 1.4591 -3.8435 0.903
C -5.5453 0.7528 -2.9919 -0.723
C -5.3475 -0.6111 -2.8149 -0.202
C -4.1774 -1.0486 -2.2250 -0.610
I -3.7708 -3.0828 -1.9618 1.001
C -3.2033 -0.1379 -1.7676 -0.453
O -2.1421 -0.5232 -1.1170 -0.291
C -3.3937 1.2217 -2.0310 -0.178
C -2.2751 2.1300 -1.6069 -0.127
N -1.0185 1.7627 -2.2915 -0.128
C -1.0341 1.9246 -3.7373 -0.117
C -0.8230 0.6232 -4.4807 -0.220
C -0.9602 0.5829 -5.8637 0.024
C -0.6916 -0.5959 -6.5358 0.004
C -0.3017 -1.7152 -5.8080 -0.003
C -0.2022 -1.5969 -4.4384 -0.103
N -0.4465 -0.4537 -3.7888 -0.089
C -4.5594 1.6645 -2.6202 -0.112
H -6.0985 -1.3202 -3.1316 0.092
H -2.0981 1.9835 -0.5365 0.122
H -2.5596 3.1754 -1.7693 0.138
H -0.2960 2.3637 -1.9102 0.076
H -0.2326 2.6011 -4.0497 0.133
H -1.9752 2.3692 -4.0713 0.145
H -1.2622 1.4686 -6.4064 0.136
H -0.7858 -0.6475 -7.6117 0.131
H -0.0743 -2.6521 -6.2942 0.127
H 0.0971 -2.4356 -3.8175 0.112
H -4.7311 2.7235 -2.7661 0.102
C -0.0438 -5.1974 4.7425 -0.061
C -0.5085 -3.8872 4.1158 -0.204
N -1.8510 -3.9698 3.5611 -0.053
C -2.9747 -4.0426 4.4956 -0.187
C -3.7455 -5.3560 4.4020 -0.063
C -2.1311 -3.9148 2.2438 -0.429
O -3.2626 -3.8788 1.7892 0.066
C -0.9810 -3.8372 1.2678 -0.102
C -0.1599 -4.9119 0.9520 0.029
C 0.7475 -4.7760 -0.0903 -0.018
C 0.7890 -3.5853 -0.7873 -0.124
N -0.0024 -2.5507 -0.4907 -0.039
C -0.8729 -2.6800 0.5113 -0.101
H 0.9574 -5.0760 5.1530 0.080
H -0.0200 -5.9979 4.0044 0.070
H -0.7036 -5.5004 5.5533 0.075
H 0.1812 -3.5845 3.3297 0.109
H -0.5060 -3.1021 4.8771 0.124
H -3.6573 -3.2197 4.2685 0.126
H -2.5794 -3.9046 5.5012 0.119
H -4.1908 -5.4588 3.4161 0.069
H -4.5433 -5.3606 5.1429 0.082
H -3.0919 -6.2078 4.5881 0.074
H -0.2357 -5.8404 1.5019 0.130
H 1.4019 -5.5886 -0.3701 0.119
H 1.4796 -3.4416 -1.6095 0.112
H -1.5176 -1.8356 0.7117 0.118
C 1.5516 4.5321 -2.0400 -0.193
Ge 2.1867 3.8743 -0.2834 1.299
C 1.0549 4.4573 1.2167 -0.331
C -0.1230 3.7773 1.5181 -0.120
C -0.9230 4.2271 2.5550 -0.052
C -0.5476 5.3455 3.2853 -0.043
C 0.6278 6.0183 2.9849 -0.049
C 1.4364 5.5800 1.9474 -0.099
C 3.8508 2.8986 -0.3380 -0.259
C 4.5720 2.9984 -1.5143 -0.096
C 5.7460 2.2600 -1.6832 -0.044
C 6.1777 1.4259 -0.6819 0.029
C 5.4832 1.3214 0.5436 -0.148
C 5.9291 0.4745 1.5846 -0.003
C 5.2119 0.3517 2.7404 -0.042
C 4.0207 1.0787 2.9196 -0.036
C 3.5797 1.9304 1.9451 -0.060
C 4.2858 2.0639 0.7319 -0.195
H 2.1666 5.3775 -2.3544 0.045
H 0.5269 4.8902 -1.9503 0.032
H 1.6201 3.7593 -2.8052 0.016
H -0.4089 2.8984 0.9506 0.075
H -1.8410 3.7070 2.7897 0.118
H -1.1766 5.6910 4.0930 0.120
H 0.9154 6.8893 3.5567 0.121
H 2.3475 6.1122 1.6997 0.110
H 4.2425 3.6565 -2.3092 0.100
H 6.2966 2.3444 -2.6091 0.119
H 7.0700 0.8303 -0.8233 0.132
H 6.8527 -0.0715 1.4447 0.125
H 5.5599 -0.2920 3.5355 0.117
H 3.4569 0.9597 3.8344 0.120
H 2.6661 2.4973 2.0921 0.087
F 2.2092 -0.2731 0.1657 -0.048
C 1.0052 0.3234 0.3879 -0.426
F 0.5399 -0.1764 1.5419 0.023
H 1.2247 1.3957 0.5563 0.042
```